Entry 1:
Entry from the Open Molecules 2025 dataset: a 10-piece molecular cluster, C40H77NO18S9 overall at a distorted geometry (wB97M-V/def2-TZVPD).

Last column: Löwdin charge in e.
Cartesian coordinates (Å):
C (-0.944, -4.486, -2.059)  -0.228
C (-1.302, -4.373, -0.580)  -0.185
C (-0.559, -5.552, 0.083)  -0.233
S (-0.085, -6.818, -1.117)  0.699
O (-0.666, -8.079, -0.721)  -0.328
O (1.342, -6.690, -1.386)  -0.344
C (-0.978, -5.933, -2.509)  -0.185
H (0.023, -3.998, -2.189)  0.109
H (-1.717, -4.052, -2.698)  0.091
H (-2.377, -4.525, -0.450)  0.118
H (-1.104, -3.432, -0.068)  0.098
H (-1.071, -5.982, 0.950)  0.093
H (0.360, -5.355, 0.651)  0.075
H (-1.984, -6.338, -2.374)  0.105
H (-0.568, -6.308, -3.440)  0.104
C (1.351, -0.626, -6.037)  -0.199
C (1.850, 0.787, -6.263)  -0.238
C (2.829, 1.176, -5.159)  -0.164
S (1.895, 0.563, -3.654)  0.697
O (1.105, 1.655, -3.141)  -0.343
O (2.863, -0.070, -2.788)  -0.328
C (0.879, -0.615, -4.581)  -0.218
H (2.127, -1.371, -6.222)  0.119
H (0.527, -0.907, -6.691)  0.120
H (0.992, 1.468, -6.271)  0.125
H (2.287, 1.070, -7.225)  0.119
H (3.010, 2.219, -4.922)  0.099
H (3.634, 0.456, -5.020)  0.098
H (-0.199, -0.486, -4.439)  0.088
H (0.875, -1.628, -4.161)  0.106
C (4.452, 1.164, 3.242)  -0.217
C (3.971, 2.358, 4.071)  -0.234
C (4.999, 2.698, 5.132)  -0.231
S (6.606, 2.371, 4.378)  0.693
O (7.282, 1.593, 5.392)  -0.338
O (7.191, 3.538, 3.757)  -0.337
C (5.950, 1.336, 3.001)  -0.204
H (3.979, 1.280, 2.266)  0.100
H (4.209, 0.188, 3.652)  0.099
H (3.050, 2.139, 4.619)  0.112
H (3.733, 3.186, 3.399)  0.110
H (4.922, 1.882, 5.853)  0.101
H (4.873, 3.618, 5.695)  0.109
H (6.552, 0.435, 2.892)  0.093
H (6.148, 1.862, 2.067)  0.096
C (-1.559, -2.836, 5.434)  -0.227
C (-2.079, -3.426, 4.135)  -0.237
C (-1.854, -4.946, 4.243)  -0.219
S (-2.501, -5.269, 5.922)  0.686
O (-2.044, -6.510, 6.512)  -0.326
O (-3.931, -5.051, 5.870)  -0.322
C (-1.739, -3.762, 6.610)  -0.213
H (-1.955, -1.823, 5.517)  0.105
H (-0.481, -2.727, 5.268)  0.118
H (-1.614, -3.105, 3.206)  0.105
H (-3.159, -3.256, 4.107)  0.113
H (-0.770, -5.084, 4.160)  0.108
H (-2.252, -5.538, 3.422)  0.102
H (-0.831, -4.153, 7.075)  0.102
H (-2.315, -3.467, 7.487)  0.107
C (-3.489, 4.234, -0.779)  -0.215
C (-4.496, 4.117, -1.903)  -0.199
C (-3.770, 4.575, -3.206)  -0.200
S (-2.149, 3.721, -3.075)  0.713
O (-1.135, 4.651, -3.526)  -0.330
O (-2.282, 2.362, -3.593)  -0.352
C (-2.129, 3.697, -1.232)  -0.189
H (-3.748, 3.776, 0.167)  0.074
H (-3.352, 5.299, -0.565)  0.121
H (-5.331, 4.799, -1.751)  0.115
H (-4.840, 3.114, -2.142)  0.102
H (-3.498, 5.629, -3.168)  0.100
H (-4.223, 4.338, -4.164)  0.098
H (-1.249, 4.142, -0.777)  0.101
H (-2.077, 2.635, -0.970)  0.078
C (-4.405, 0.079, -5.463)  -0.219
C (-4.748, 0.718, -4.085)  -0.209
C (-3.877, 0.008, -3.031)  -0.213
S (-3.678, -1.696, -3.686)  0.676
O (-4.345, -2.676, -2.869)  -0.327
O (-2.308, -1.854, -4.093)  -0.344
C (-4.642, -1.406, -5.254)  -0.199
H (-3.468, 0.377, -5.929)  0.119
H (-5.164, 0.463, -6.152)  0.113
H (-5.783, 0.508, -3.821)  0.118
H (-4.540, 1.773, -4.234)  0.084
H (-4.414, -0.161, -2.100)  0.102
H (-2.919, 0.510, -2.935)  0.053
H (-5.657, -1.589, -4.901)  0.099
H (-4.317, -2.155, -5.970)  0.103
C (-3.989, 2.458, 5.350)  -0.236
C (-2.638, 2.760, 4.754)  -0.212
C (-2.392, 1.548, 3.810)  -0.213
S (-3.934, 1.380, 2.850)  0.699
O (-4.355, 0.013, 2.595)  -0.338
O (-3.821, 2.329, 1.752)  -0.341
C (-4.975, 2.076, 4.235)  -0.184
H (-4.372, 3.227, 6.020)  0.119
H (-3.838, 1.579, 5.983)  0.115
H (-1.897, 2.682, 5.551)  0.114
H (-2.537, 3.737, 4.285)  0.118
H (-2.157, 0.678, 4.419)  0.097
H (-1.677, 1.673, 2.994)  0.082
H (-5.558, 1.230, 4.584)  0.097
H (-5.449, 2.931, 3.759)  0.099
C (2.459, -3.277, -0.225)  -0.223
C (3.086, -4.367, 0.649)  -0.230
C (4.515, -3.967, 1.097)  -0.181
S (4.174, -2.229, 1.467)  0.698
O (5.424, -1.480, 1.346)  -0.353
O (3.304, -1.911, 2.591)  -0.329
C (3.243, -1.980, -0.105)  -0.197
H (1.404, -3.324, 0.052)  0.091
H (2.378, -3.554, -1.282)  0.112
H (3.078, -5.338, 0.150)  0.104
H (2.346, -4.499, 1.438)  0.101
H (5.276, -4.026, 0.328)  0.111
H (4.796, -4.446, 2.033)  0.107
H (4.064, -1.927, -0.822)  0.099
H (2.740, -1.022, -0.211)  0.078
C (2.904, 3.806, -0.767)  -0.229
C (4.384, 4.113, -0.934)  -0.246
C (4.616, 4.503, -2.367)  -0.203
S (3.250, 5.712, -2.625)  0.714
O (2.656, 5.495, -3.938)  -0.346
O (3.577, 7.034, -2.099)  -0.334
C (2.120, 4.954, -1.398)  -0.199
H (2.781, 3.772, 0.318)  0.107
H (2.690, 2.814, -1.166)  0.091
H (4.908, 3.177, -0.721)  0.120
H (4.658, 4.894, -0.224)  0.125
H (4.388, 3.631, -2.983)  0.096
H (5.576, 4.900, -2.683)  0.109
H (1.186, 4.726, -1.913)  0.078
H (1.800, 5.738, -0.710)  0.102
N (0.037, 0.915, -0.616)  0.054
C (0.852, 0.896, 0.485)  -0.152
C (0.307, 0.141, 1.501)  -0.096
C (-0.897, -0.428, 0.940)  -0.102
C (-0.997, 0.087, -0.323)  -0.146
H (0.304, 1.311, -1.515)  0.087
H (1.761, 1.475, 0.559)  0.091
H (0.645, -0.056, 2.505)  0.092
H (-1.593, -0.960, 1.571)  0.082
H (-1.799, -0.055, -1.031)  0.098

Results
Relative energy (zero: lowest compared OMol25 entry of this formula, charge and spin) = 298.9 kJ/mol
Kohn-Sham gap = 0.3167 hartree
HOMO level = -8.651 eV



Entry 2:
Entry from the Open Molecules 2025 dataset: a 13-piece molecular cluster, C40H80Br10O14 overall at a distorted geometry (wB97M-V/def2-TZVPD).

Last column: Löwdin spin population.
Cartesian coordinates (Å):
C (2.310, 5.498, 0.440)  0.001
C (1.952, 4.829, -0.894)  0.000
O (1.866, 5.482, -1.892)  0.000
C (1.703, 3.356, -0.959)  0.001
H (1.390, 5.977, 0.777)  0.000
H (3.092, 6.248, 0.325)  0.000
H (2.620, 4.710, 1.126)  0.000
H (0.617, 3.264, -0.992)  0.001
H (2.209, 2.829, -0.150)  0.000
H (2.113, 3.096, -1.935)  0.000
C (-5.709, 0.287, 2.811)  0.002
C (-5.115, 1.081, 3.979)  0.000
O (-5.579, 2.168, 4.342)  0.001
C (-4.000, 0.333, 4.770)  0.000
H (-6.235, -0.569, 3.233)  0.000
H (-4.950, -0.011, 2.088)  0.002
H (-6.468, 0.864, 2.284)  0.001
H (-4.329, -0.192, 5.667)  0.000
H (-3.252, 1.025, 5.157)  0.000
H (-3.573, -0.390, 4.075)  0.000
O (-0.080, 1.036, 0.978)  0.001
C (-0.722, 0.006, 0.798)  0.002
O (-0.638, -0.846, -0.301)  0.002
C (0.030, -0.334, -1.469)  0.001
C (-1.042, 0.004, -2.568)  0.008
C (-1.804, -0.461, 1.757)  0.002
H (0.657, -1.118, -1.891)  0.000
H (0.695, 0.529, -1.436)  0.000
H (-1.606, 0.915, -2.368)  0.012
H (-1.883, -0.678, -2.689)  0.001
H (-0.705, 0.077, -3.602)  0.000
H (-2.385, -1.314, 1.406)  0.000
H (-2.501, 0.369, 1.873)  0.001
H (-1.325, -0.903, 2.631)  0.000
O (1.017, 2.968, -5.860)  0.000
C (1.039, 4.083, -5.380)  0.000
O (0.215, 4.589, -4.420)  0.000
C (-0.741, 3.717, -3.766)  0.001
C (-1.797, 4.594, -3.143)  0.005
C (2.135, 5.029, -5.739)  0.000
H (-0.238, 3.036, -3.079)  0.000
H (-1.154, 3.115, -4.575)  0.000
H (-2.475, 3.932, -2.604)  0.009
H (-2.367, 5.241, -3.810)  0.000
H (-1.332, 5.193, -2.361)  0.000
H (2.512, 5.572, -4.872)  0.000
H (1.711, 5.845, -6.324)  0.000
H (3.031, 4.545, -6.128)  0.000
O (4.674, -2.967, 0.822)  0.000
C (4.151, -3.617, -0.101)  0.000
O (2.839, -3.855, -0.425)  0.000
C (1.798, -3.226, 0.281)  0.000
C (0.428, -3.887, -0.072)  0.000
C (5.036, -4.071, -1.200)  0.000
H (1.780, -2.145, 0.140)  0.000
H (1.981, -3.295, 1.353)  0.000
H (0.018, -3.499, -1.004)  0.000
H (-0.256, -3.626, 0.736)  0.000
H (0.479, -4.975, -0.097)  0.000
H (6.067, -4.030, -0.849)  0.000
H (4.838, -3.431, -2.060)  0.000
H (4.817, -5.091, -1.515)  0.000
O (-0.104, 2.283, 4.070)  0.002
C (0.861, 2.993, 4.360)  0.001
O (2.071, 2.985, 3.851)  0.001
C (2.359, 2.020, 2.823)  0.000
C (3.840, 1.788, 2.586)  0.000
C (0.800, 3.980, 5.495)  0.008
H (1.945, 2.275, 1.848)  0.000
H (1.964, 1.019, 2.996)  0.000
H (4.383, 1.312, 3.403)  0.000
H (4.247, 2.773, 2.360)  0.000
H (3.967, 1.351, 1.595)  0.000
H (1.761, 4.104, 5.994)  0.000
H (0.116, 3.685, 6.292)  0.000
H (0.555, 4.974, 5.122)  0.013
O (-1.842, -3.666, 8.555)  0.000
C (-1.228, -2.587, 8.794)  0.000
O (-1.104, -1.604, 7.901)  0.000
C (-1.822, -1.781, 6.663)  0.000
C (-1.151, -2.678, 5.657)  0.000
C (-0.417, -2.325, 10.079)  0.000
H (-2.023, -0.838, 6.155)  0.000
H (-2.857, -2.056, 6.866)  0.000
H (-1.432, -2.323, 4.665)  0.000
H (-1.414, -3.735, 5.695)  0.000
H (-0.067, -2.586, 5.722)  0.000
H (-0.358, -1.258, 10.295)  0.000
H (0.549, -2.828, 10.031)  0.000
H (-1.025, -2.665, 10.916)  0.000
O (2.140, 0.510, -3.862)  0.000
C (3.351, 0.674, -4.086)  0.000
O (4.326, 0.229, -3.264)  0.000
C (4.101, -0.604, -2.177)  0.000
C (3.867, 0.239, -0.939)  0.000
C (3.849, 1.277, -5.364)  0.000
H (4.995, -1.221, -2.088)  0.000
H (3.210, -1.227, -2.261)  0.000
H (2.840, 0.605, -0.943)  0.000
H (4.608, 1.026, -0.801)  0.000
H (3.942, -0.410, -0.067)  0.000
H (4.271, 2.246, -5.098)  0.000
H (3.079, 1.445, -6.117)  0.000
H (4.651, 0.672, -5.786)  0.000
Br (3.477, -5.016, -7.507)  0.000
C (2.291, -3.801, -6.457)  0.000
C (2.176, -4.366, -5.038)  0.000
Br (0.994, -3.214, -3.913)  0.000
H (1.314, -3.681, -6.926)  0.000
H (2.687, -2.791, -6.351)  0.000
H (3.148, -4.261, -4.556)  0.000
H (1.748, -5.364, -4.944)  0.000
Br (-2.429, -4.784, -4.708)  0.001
C (-3.845, -4.164, -3.459)  0.000
C (-3.202, -2.998, -2.659)  0.001
Br (-4.177, -2.659, -1.013)  0.011
H (-3.983, -5.010, -2.786)  0.000
H (-4.775, -3.961, -3.990)  0.000
H (-3.305, -2.142, -3.326)  0.000
H (-2.192, -3.208, -2.306)  0.000
Br (-3.364, -6.137, 4.833)  0.000
C (-4.148, -4.396, 4.737)  0.000
C (-4.289, -3.911, 3.314)  0.000
Br (-2.535, -3.827, 2.460)  0.001
H (-3.708, -3.754, 5.500)  0.000
H (-5.188, -4.468, 5.054)  0.000
H (-4.850, -2.983, 3.419)  0.000
H (-4.862, -4.592, 2.685)  0.000
Br (-2.825, -1.235, -5.807)  0.006
C (-1.272, -1.200, -7.095)  0.000
C (-0.101, -0.366, -6.528)  0.000
Br (1.291, -0.444, -7.917)  0.000
H (-1.577, -0.900, -8.098)  0.000
H (-0.953, -2.240, -7.147)  0.000
H (0.391, -0.776, -5.646)  0.000
H (-0.355, 0.683, -6.378)  0.000
Br (-0.702, 5.939, 3.057)  0.253
C (-1.192, 4.633, 1.577)  0.142
C (-2.591, 4.100, 1.752)  0.191
Br (-3.041, 2.867, 0.186)  0.306
H (-0.391, 3.907, 1.713)  0.000
H (-1.024, 5.092, 0.603)  0.000
H (-3.338, 4.893, 1.719)  0.002
H (-2.671, 3.546, 2.687)  0.003

Results
2S+1 = 2
Kohn-Sham gap (alpha / beta) = 0.0697 / 0.2779 hartree
Charge = -1
<S²> = 0.76
HOMO level (alpha / beta) = -0.441 / -6.105 eV



no.,E (hartree)
1,-6562.88137
2,-28365.60905